Density functional theory data (wB97M-V/def2-TZVPD) for a 2-piece molecular cluster, C11H12NO2S overall.

Summary:
**LUMO**: 1.70 eV
**Electronic energy**: -1029.7939 Ha
**HOMO-LUMO gap**: 4.742 eV

The geometry in ORCA input format:
```
! RIJCOSX wB97M-V def2-TZVPD def2/J DEFGRID3
* xyz -1 1
C -0.25957 3.82968 0.21892
C -1.47085 3.09663 -0.02051
C 0.94855 3.14620 0.27510
C -1.37472 1.68937 -0.18002
C 1.01849 1.74137 0.11718
C -0.17165 1.07900 0.05238
C -2.77104 -1.15551 -0.36656
C 0.53004 -2.63095 0.50533
C 1.10274 -1.26979 0.19254
C -0.79347 -2.62983 -0.19149
C -0.16440 -0.43032 0.10922
N -1.17510 -1.24287 -0.12447
O -3.37980 -0.88607 0.66482
O -3.03101 -1.57803 -1.49039
S 5.28066 -1.66495 -0.97971
H -0.33671 4.90520 0.21636
H -2.41513 3.64512 -0.03752
H 1.90328 3.78426 0.36866
H -2.28379 1.10580 -0.46948
H 2.00419 1.11850 0.15006
H 1.16788 -3.41801 0.17331
H 0.18494 -2.70157 1.60071
H 1.66194 -0.75397 0.97485
H 1.82032 -1.26356 -0.63135
H -0.57661 -2.96697 -1.24369
H -1.62012 -3.18344 0.22416
H 4.20094 -1.36533 -0.10844
*
```

---

Density functional theory data (wB97M-V/def2-TZVPD) for a 2-piece molecular cluster, CH5OPS overall.

Summary:
**LUMO (spin up / spin down)**: -0.81 / -1.46 eV
**Electronic energy**: -855.7872 Ha
**HOMO-LUMO gap (spin up / spin down)**: 7.818 / 6.737 eV

The geometry in ORCA input format:
```
! RIJCOSX wB97M-V def2-TZVPD def2/J DEFGRID3
* xyz 0 1
C -1.58854 -0.30346 0.15109
O 2.01258 -0.10521 0.69673
P 1.93591 0.42276 -0.83655
S -1.25336 0.62017 -1.39655
H -0.67498 -0.12592 0.74712
H -1.91663 -1.40704 -0.12661
H -2.43864 0.10575 0.67187
H 2.55059 -0.92801 0.63182
H 1.37307 1.72096 -0.53893
*
```

---

Density functional theory data (wB97M-V/def2-TZVPD) for H3NO6PS2 as an isolated structure.

Summary:
**LUMO**: 3.42 eV
**Electronic energy**: -1645.7826 Ha
**HOMO-LUMO gap**: 9.341 eV

The geometry in ORCA input format:
```
! RIJCOSX wB97M-V def2-TZVPD def2/J DEFGRID3
* xyz -1 1
O 0.41377 2.69288 0.21129
P -0.03028 1.64500 1.11356
S -1.31088 0.14865 0.16030
O -2.31782 -0.08479 1.14294
O -1.75682 0.78289 -1.01313
N -0.56111 -1.23449 -0.04897
S 0.92825 -1.14511 -0.57313
O 1.21363 0.01852 -1.31964
O 1.84516 -1.52051 0.42765
O 0.95507 -2.36514 -1.58962
H -0.80910 2.19256 2.14690
H 1.04365 0.95130 1.69443
H 0.38648 -2.08176 -2.35258
*
```

---

Density functional theory data (wB97M-V/def2-TZVPD) for an isolated molecule of C4H5NO.

Summary:
**LUMO**: 0.99 eV
**Electronic energy**: -285.3586 Ha
**HOMO-LUMO gap**: 8.825 eV
**SMILES**: Nc1ccco1

The geometry in ORCA input format:
```
! RIJCOSX wB97M-V def2-TZVPD def2/J DEFGRID3
* xyz 0 1
N 1.97598 0.01909 0.36115
C 0.63362 0.04481 0.04437
C -0.25819 1.03513 -0.21901
C -1.54433 0.36617 -0.21844
C -1.28534 -0.94353 -0.06284
O 0.03829 -1.17416 0.12072
H 2.39172 -0.89039 0.21935
H 2.50976 0.77258 -0.04298
H -0.01603 2.07710 -0.39831
H -2.39984 0.52496 0.41322
H -1.97540 -1.76500 0.02327
*
```

---

Density functional theory data (wB97M-V/def2-TZVPD) for a 2-piece molecular cluster, H5NOS2Si overall.

Summary:
**LUMO**: -0.29 eV
**Electronic energy**: -1218.8600 Ha
**HOMO-LUMO gap**: 9.022 eV
**SMILES**: S=[SiH]OS.N

The geometry in ORCA input format:
```
! RIJCOSX wB97M-V def2-TZVPD def2/J DEFGRID3
* xyz 0 1
N 1.44463 -0.52370 0.86467
O -1.25218 1.32153 -0.83867
Si -1.80622 -0.17403 -0.97429
S 0.13359 2.27242 -0.47315
S -0.90985 -1.90886 -0.79384
H 1.93472 -0.55187 1.71935
H 2.08136 -0.52214 0.07758
H -3.16540 0.07726 -0.74755
H 0.92617 -1.34260 0.89312
H 0.61317 1.35200 0.27279
*
```

---

Density functional theory data (wB97M-V/def2-TZVPD) for an isolated ion of composition C4H9N2O2 and charge +1.

Summary:
**LUMO**: -3.21 eV
**Electronic energy**: -417.4786 Ha
**HOMO-LUMO gap**: 10.878 eV
**SMILES**: C[N+]1=C(O)N(O)CC1

The geometry in ORCA input format:
```
! RIJCOSX wB97M-V def2-TZVPD def2/J DEFGRID3
* xyz 1 1
C -0.56872 0.74550 -0.03922
C -0.73067 -1.52632 0.09869
C 0.72463 -1.15255 -0.10415
C 1.83208 0.99376 -0.03333
N -1.44921 -0.26251 0.16635
N 0.64551 0.32965 -0.15396
O -1.01040 1.98133 -0.27210
O -2.77783 -0.22421 -0.20750
H -1.33277 -2.10313 -0.69243
H -0.74210 -2.13083 1.13728
H 1.35328 -1.35547 0.79939
H 1.19559 -1.55826 -0.95185
H 2.43118 0.66700 0.82282
H 1.64564 2.15680 0.03461
H 2.49912 0.87226 -0.82262
H -0.37134 2.67847 -0.39569
H -3.34399 -0.11148 0.61371
*
```

---

Density functional theory data (wB97M-V/def2-TZVPD) for a 2-piece molecular cluster, C5H16NO overall.

Summary:
**LUMO**: -3.17 eV
**Electronic energy**: -329.8620 Ha
**HOMO-LUMO gap**: 12.465 eV

The geometry in ORCA input format:
```
! RIJCOSX wB97M-V def2-TZVPD def2/J DEFGRID3
* xyz 1 1
C 0.37453 -1.78129 0.81847
C 0.05116 -0.58764 -0.03357
C 0.22088 0.82473 0.50056
C 1.62517 1.33880 0.19392
C -0.07552 0.95530 1.98495
N -1.37973 -0.78280 -0.60313
H 1.41085 -1.79478 1.14870
H -0.29048 -1.88868 1.67461
H 0.17734 -2.69841 0.27049
H 0.61433 -0.66772 -0.94835
H -0.52510 1.41234 -0.04981
H 1.69540 2.33614 0.62285
H 2.37145 0.69873 0.67309
H 1.90735 1.34166 -0.85822
H -0.16624 1.99856 2.28543
H -0.98331 0.45391 2.28803
H 0.70787 0.52310 2.59522
H -2.04562 -0.45709 0.10774
H -1.62927 -0.15820 -1.39041
H -1.44686 -1.79699 -0.68357
H -1.23998 0.47028 -4.15833
H -0.23955 -0.05258 -3.22659
O -1.13466 0.31263 -3.21207
*
```

---

Density functional theory data (wB97M-V/def2-TZVPD) for an isolated molecule of C14H17N3O4S.

Summary:
**LUMO**: -0.77 eV
**Electronic energy**: -1407.0439 Ha
**HOMO-LUMO gap**: 7.784 eV
**SMILES**: Cc1ccc(C(=O)NC(=S)NC[C@@H]2CCCO2)cc1[N+](=O)[O-]

The geometry in ORCA input format:
```
! RIJCOSX wB97M-V def2-TZVPD def2/J DEFGRID3
* xyz 0 1
C -1.22480 0.07280 -5.66743
C -0.92861 0.13524 -4.20956
C -1.91455 -0.22929 -3.29314
C -1.70932 -0.18194 -1.92926
C -0.47626 0.22520 -1.41982
C 0.53391 0.55382 -2.31165
C 0.30975 0.52579 -3.68205
N 1.41993 0.91443 -4.52322
O 2.52295 0.90311 -4.02217
O 1.19216 1.23584 -5.66918
H 1.50520 0.84362 -1.93757
C -0.16414 0.29424 0.03436
O 0.97282 0.16051 0.45368
N -1.23844 0.53831 0.83791
C -1.28138 0.57971 2.23122
N -0.12239 0.52216 2.87824
C -0.00752 0.32420 4.29699
H 0.41846 1.21492 4.77133
H -1.01129 0.15443 4.69488
C 0.88165 -0.89103 4.59933
C 2.33877 -0.73338 4.10700
H 3.03070 -0.97420 4.91383
C 2.45672 -1.75879 2.97587
H 2.21090 -1.31213 2.01231
C 1.38891 -2.77644 3.37466
H 1.78577 -3.48042 4.12145
O 0.33668 -2.02055 3.93580
H 0.97966 -3.33992 2.53546
H 3.44639 -2.20420 2.91222
H 2.54645 0.28126 3.77275
H 0.85840 -1.05896 5.68679
H 0.70442 0.36247 2.30472
S -2.76863 0.74901 2.92040
H -2.14973 0.66834 0.41700
H -2.50553 -0.49684 -1.27086
H -2.87167 -0.55845 -3.66892
H -1.25751 1.07737 -6.08744
H -2.18098 -0.41436 -5.83982
H -0.44591 -0.46256 -6.20726
*
```